(1)
Below is a molecular structure, C4H9N3O in a non-equilibrium geometry, with properties calculated with ωB97M-V/def2-TZVPD.

Last column: natural (NBO) charge in e.
Cartesian coordinates (Å):
O: 0.399 0.454 -0.786  -0.690
N: -1.776 -0.908 -0.948  -0.803
N: 2.503 -1.175 0.466  -0.685
N: -1.573 0.405 0.954  -0.812
C: -0.944 -0.415 0.038  0.588
C: 0.927 1.647 -0.290  -0.255
C: 1.286 -1.173 0.310  0.531
C: 0.013 -1.392 0.615  -0.534
H: 1.253 2.273 -1.127  0.179
H: 3.106 -1.353 -0.328  0.382
H: -2.119 1.167 0.573  0.377
H: -1.272 -1.408 -1.666  0.395
H: -2.434 -0.246 -1.337  0.373
H: 0.192 2.240 0.283  0.146
H: -0.350 -2.263 1.137  0.246
H: -0.988 0.687 1.725  0.396
H: 1.777 1.459 0.381  0.166

Atomic forces in eV per Å
-1.14 -0.42 -0.03
0.04 0.14 -0.17
-0.37 0.61 -0.39
-0.08 0.22 -0.03
1.28 0.63 -0.02
-0.34 0.00 0.23
0.36 -0.85 1.14
-0.09 0.19 -0.56
0.05 -0.03 0.07
-0.07 -0.27 -0.05
0.03 -0.06 0.02
0.00 0.06 0.03
0.09 0.01 0.01
-0.02 -0.10 -0.08
0.17 -0.18 -0.02
-0.01 -0.01 -0.10
0.08 0.06 -0.07

Results
net charge = 0
energy above the lowest of the compared OMol25 structures with the same formula, charge and spin = 73.2 kcal per mole
HOMO energy = -8.6 eV
gap between HOMO and LUMO = 9.482 eV


(2)
Below is a molecular structure, C50H53ClNO7PTeW in a non-equilibrium geometry, with properties calculated with ωB97M-V/def2-TZVPD.

Last column: Mulliken spin population.
Cartesian coordinates (Å):
W: 0.590 -0.796 1.200  1.567
Te: 4.277 2.431 -1.479  0.010
Cl: 1.257 2.200 5.121  0.002
P: 0.879 -1.420 -1.772  0.125
O: -0.557 -0.169 2.947  0.005
O: -1.024 -0.718 0.083  0.109
O: 1.690 -0.061 3.193  -0.008
O: -0.046 -2.963 1.855  0.010
O: 2.453 -2.005 1.737  0.072
O: -3.321 -4.350 3.037  0.000
O: -2.975 -2.675 -0.598  0.000
N: 0.613 1.368 0.775  -0.090
C: 2.928 -3.088 -2.388  0.001
C: 4.514 3.953 1.230  0.000
C: -2.019 0.181 0.123  0.011
C: -1.421 -3.534 1.814  0.002
C: 4.176 -3.525 -2.992  0.002
C: 6.582 3.030 0.285  0.001
C: -2.168 -3.429 3.160  -0.004
C: -0.241 1.599 -4.988  0.000
C: -1.098 4.486 0.312  -0.002
C: 5.270 4.528 2.250  0.000
C: 0.909 -3.844 2.591  -0.001
C: -4.675 -1.758 -2.102  -0.001
C: -3.969 -4.895 4.233  0.000
C: 0.152 -0.240 -2.964  -0.023
C: -1.259 5.771 0.721  0.001
C: 0.413 0.713 5.017  0.007
C: -3.606 -1.629 -0.945  0.003
C: -0.269 1.973 -3.614  0.002
C: -3.286 -0.248 -0.364  0.000
C: -2.926 2.352 0.697  -0.001
C: -4.994 -0.747 -3.015  -0.001
C: -4.369 0.632 -0.309  -0.005
C: 5.195 3.213 0.293  -0.001
C: 0.214 5.448 2.586  -0.001
C: -0.182 1.035 -2.635  -0.002
C: -1.772 1.525 0.558  0.073
C: 3.005 1.190 -0.176  0.039
C: 7.324 3.358 1.406  0.000
C: -6.112 -0.903 -3.895  0.001
C: -6.609 -3.081 -2.881  0.000
C: -5.464 -2.898 -2.071  0.000
C: 0.462 4.092 2.194  0.009
C: 3.860 -1.973 1.162  0.006
C: -0.222 -2.844 -2.039  -0.026
C: -4.146 1.953 0.177  0.016
C: -6.969 -2.000 -3.741  0.000
C: 2.211 -3.453 2.000  0.012
C: -0.359 3.595 1.140  0.020
C: 4.202 -1.520 -4.246  0.001
C: 3.072 -1.065 -3.645  -0.007
C: 0.116 -0.655 -4.281  -0.001
C: -0.478 2.155 0.791  -0.001
C: -0.643 6.272 1.835  0.003
C: 4.825 -2.702 -3.813  -0.003
C: -0.205 0.256 -5.254  0.000
C: 0.535 0.148 3.621  0.060
C: 2.359 -1.888 -2.725  -0.012
C: 2.039 1.961 0.723  0.015
C: 6.683 4.207 2.357  0.001
C: -5.418 2.820 0.312  -0.002
H: -2.400 -2.357 3.471  0.001
H: -1.445 -4.595 1.391  0.000
H: 2.541 -3.693 -1.509  0.001
H: -3.731 -4.331 5.223  0.000
H: -5.391 0.328 -0.548  0.000
H: -0.326 2.420 -5.685  0.000
H: 4.659 -0.860 -4.975  0.000
H: 0.669 5.877 3.540  0.000
H: -1.529 -3.896 3.949  -0.001
H: 3.464 4.255 1.007  0.000
H: 2.689 -0.097 -4.005  0.000
H: 2.424 0.448 -0.790  -0.023
H: -5.750 3.226 -0.697  0.001
H: 7.161 4.500 3.297  0.000
H: -5.023 -4.764 4.050  0.000
H: 1.771 2.918 0.327  0.002
H: 4.921 5.297 2.960  0.000
H: -1.845 6.441 0.209  0.000
H: -7.898 -2.078 -4.316  0.000
H: -3.762 -5.969 4.267  0.000
H: 4.602 -4.516 -2.800  0.000
H: -6.287 2.260 0.661  0.000
H: 7.073 2.539 -0.599  0.000
H: 2.514 2.024 1.697  0.006
H: 0.667 -4.851 2.349  0.000
H: 4.305 -0.945 1.425  -0.004
H: 4.426 -2.718 1.651  -0.001
H: -1.548 4.009 -0.574  -0.002
H: -1.293 -2.550 -2.254  0.001
H: 3.760 0.573 0.351  -0.006
H: -0.620 0.940 5.267  0.000
H: 8.342 2.960 1.511  0.000
H: 3.033 -3.800 2.708  -0.002
H: 5.768 -3.109 -4.193  0.000
H: -2.977 3.329 1.159  0.001
H: -6.322 -0.269 -4.753  0.000
H: 1.171 3.555 2.742  0.001
H: 0.270 -1.751 -4.489  0.000
H: -5.353 3.670 0.988  0.000
H: -7.164 -3.965 -2.800  0.000
H: -0.521 -0.076 -6.253  0.000
H: 3.747 -1.996 0.057  0.002
H: 2.333 -4.102 1.098  -0.001
H: -0.037 -3.548 -1.195  0.002
H: -0.337 2.963 -3.329  0.000
H: -0.790 7.233 2.216  0.000
H: 0.921 0.030 5.786  0.001
H: 0.831 -3.784 3.750  -0.001
H: 0.047 -3.439 -2.934  0.000
H: -5.090 -3.679 -1.357  0.000
H: -0.279 1.381 -1.576  0.019
H: -2.019 -2.935 1.102  0.012
H: -4.380 0.124 -3.179  0.000

Atomic forces in eV per Å
-0.35 0.65 -0.23
-0.89 -0.14 0.96
1.01 1.61 0.05
-0.42 0.05 -0.24
2.79 -0.02 -0.38
0.48 0.14 1.21
-1.55 -0.32 -2.15
-0.32 -0.77 0.71
0.05 -2.00 -0.71
0.99 1.46 0.23
-2.22 3.37 -0.87
0.60 -0.98 0.74
1.55 -1.82 0.82
-0.51 1.38 0.13
0.13 0.18 -0.39
-1.42 0.24 -0.67
-2.38 -0.96 2.31
0.12 -1.10 -0.46
-0.12 -1.86 1.34
-0.33 1.24 2.52
0.43 -2.00 0.67
2.21 0.00 0.26
-1.33 2.40 1.42
0.29 1.14 1.45
0.85 1.37 0.46
0.64 -1.22 0.88
0.52 0.27 0.00
-0.30 -1.49 0.96
1.76 -2.68 -0.75
0.06 -1.03 -2.36
-1.00 -0.29 -0.25
-1.02 -0.71 -1.00
-1.02 -0.23 -1.46
1.34 1.19 0.52
0.77 -0.42 -2.07
0.62 -0.44 0.46
0.26 1.23 2.12
-1.40 0.48 0.21
-0.25 -1.19 -0.95
-0.62 1.23 0.96
0.50 -0.84 0.93
1.76 2.95 0.18
-0.09 -1.67 0.40
-2.56 2.47 -0.86
-1.17 3.61 -0.53
-0.51 -1.21 -0.33
-2.00 -0.44 0.77
0.42 -1.24 0.52
2.34 -1.33 0.44
0.54 0.39 -0.86
1.30 0.45 0.26
-1.50 0.29 -0.20
-0.30 -1.69 0.26
2.41 -2.04 0.91
1.43 -2.29 1.44
0.86 0.25 -2.00
-0.61 -0.37 -2.12
-1.16 -0.31 1.07
0.96 0.59 0.50
-1.15 -0.51 -0.31
-1.34 -1.09 0.02
-0.14 0.29 -1.32
-0.05 -1.35 -0.59
0.52 1.32 0.87
0.14 0.52 -1.41
-0.05 -1.05 -1.77
0.50 0.01 -0.16
-0.12 -0.42 -0.48
0.19 -0.22 0.00
-0.40 -0.79 -1.57
-0.25 0.63 -0.24
0.92 -0.36 0.59
-0.05 -0.56 0.46
0.63 0.89 0.14
0.60 -0.42 1.07
0.13 0.07 -0.63
-0.42 0.02 0.04
0.77 0.86 -0.18
-0.24 -0.73 -0.45
-1.36 1.25 -1.50
0.51 0.07 0.05
0.22 0.28 0.33
-0.33 0.47 0.33
0.23 -0.33 0.03
-0.59 0.34 1.17
-0.50 0.22 0.34
-0.07 -0.87 -0.38
-0.83 -1.67 -0.16
0.50 -0.91 0.11
-0.01 0.85 0.44
1.27 -0.32 1.04
-0.64 0.65 0.04
-0.07 -0.49 0.07
-0.38 0.68 0.05
-0.94 0.60 -0.82
-0.25 0.75 -0.27
0.68 -0.13 0.08
0.23 0.43 0.54
0.61 -1.14 0.68
-0.16 1.41 -0.13
0.46 0.05 -0.01
-0.84 -1.02 0.02
0.75 -0.01 0.29
0.35 -0.53 0.75
0.11 1.18 0.10
-0.90 0.42 -0.40
-0.31 2.01 0.30
-0.45 1.48 0.12
-1.07 0.62 -1.28
-0.02 0.55 -2.02
0.30 0.53 0.30
-0.79 0.61 -0.79
0.33 -0.58 -1.12
0.88 -0.25 0.11
0.24 0.16 0.28

Results
net charge = +2
<S²> = 2.02
energy above the lowest of the compared OMol25 structures with the same formula, charge and spin = 21.7 kcal per mole
multiplicity = 3
HOMO energy (spin up / spin down) = -12.1 / -12.1 eV
gap between HOMO and LUMO (spin up / spin down) = 5.695 / 5.642 eV


(3)
Below is C23H26N2O3 in the gas phase, with properties calculated with ωB97M-V/def2-TZVPD.

Last column: natural (NBO) charge in e.
Cartesian coordinates (Å):
O: 1.808 0.223 0.511  -0.515
O: 1.387 -3.707 1.211  -0.549
O: 2.411 -0.481 -4.131  -0.492
N: -1.843 -0.405 1.895  -0.443
N: -1.772 1.968 -1.926  -0.526
C: -1.189 2.772 -0.990  0.122
C: -0.263 4.015 1.280  -0.236
C: -2.335 -1.122 3.055  -0.214
C: -0.403 3.909 -1.136  -0.252
C: 1.569 -2.826 -1.441  -0.105
C: -2.339 1.104 0.065  -0.120
C: -1.160 -1.593 3.908  -0.402
C: -1.039 2.888 1.430  -0.209
C: 1.089 -2.564 0.940  0.609
C: -0.229 -2.484 3.093  -0.383
C: 1.493 -1.960 -0.356  -0.273
C: 2.506 -1.316 -5.260  -0.252
C: 1.792 -0.596 -0.567  0.437
C: -1.519 2.254 0.285  -0.031
C: -1.037 -1.278 1.068  -0.215
C: 2.095 -0.164 -1.849  -0.379
C: 0.049 4.522 0.014  -0.224
C: -2.458 0.969 -1.287  -0.009
C: 0.206 -1.726 1.842  -0.342
C: 2.122 -1.046 -2.928  0.351
C: 1.869 -2.396 -2.719  -0.356
C: -2.907 0.222 1.127  -0.230
C: 2.204 1.565 0.349  -0.257
H: 0.758 -0.829 2.132  0.252
H: -2.994 0.228 -1.849  0.212
H: -0.747 -3.400 2.798  0.204
H: -1.718 2.093 -2.923  0.413
H: -2.966 -0.445 3.637  0.198
H: -0.744 -0.726 0.174  0.219
H: -1.274 2.490 2.405  0.223
H: 1.522 2.111 -0.308  0.191
H: 2.760 -0.660 -6.091  0.200
H: 2.320 0.869 -2.056  0.231
H: 3.294 -2.066 -5.139  0.180
H: -3.502 0.825 1.821  0.207
H: -3.577 -0.527 0.662  0.171
H: 1.369 -3.871 -1.259  0.232
H: 0.659 5.410 -0.062  0.213
H: 1.556 -1.817 -5.471  0.177
H: -0.609 -0.718 4.257  0.200
H: -0.159 4.299 -2.114  0.214
H: 2.158 2.003 1.344  0.206
H: 1.900 -3.110 -3.526  0.221
H: -1.609 -2.172 0.747  0.161
H: -1.537 -2.132 4.779  0.208
H: -2.950 -1.993 2.760  0.157
H: 3.226 1.636 -0.036  0.177
H: 0.116 4.527 2.152  0.211
H: 0.643 -2.772 3.681  0.218

Atomic forces in eV per Å
-0.09 -0.45 -0.10
-0.03 -0.03 -0.02
-0.04 0.13 0.36
-0.08 -0.05 -0.03
-0.02 0.01 -0.42
0.14 0.13 0.53
0.02 0.07 0.22
0.08 0.11 0.31
0.04 0.08 -0.09
-0.04 0.25 0.28
-0.27 -0.18 -0.20
-0.18 -0.18 -0.13
0.02 0.04 -0.04
-0.07 0.25 0.27
0.13 0.22 -0.02
0.25 -0.08 -0.33
0.01 -0.16 -0.19
0.04 -0.26 -0.19
0.12 0.13 -0.41
0.38 0.21 -0.03
0.02 0.25 -0.05
0.04 0.05 -0.15
-0.17 -0.13 0.30
-0.22 -0.43 0.28
-0.05 -0.07 0.22
0.09 0.08 -0.43
0.02 0.02 -0.11
0.04 0.36 -0.02
-0.06 -0.05 -0.07
-0.08 -0.14 -0.08
0.03 -0.06 0.02
0.00 -0.02 0.12
-0.04 -0.05 -0.05
-0.04 -0.10 0.03
0.00 -0.05 0.14
0.01 -0.03 0.02
-0.02 -0.09 0.03
0.04 0.13 0.03
-0.04 0.02 0.00
-0.05 -0.10 -0.03
-0.01 0.06 0.08
-0.02 -0.07 0.04
0.05 0.07 -0.02
0.04 0.01 0.02
-0.02 0.06 0.08
0.04 0.06 -0.08
0.01 0.02 -0.09
0.00 -0.04 -0.10
0.00 0.03 -0.02
0.01 0.03 0.05
-0.01 0.04 0.00
-0.03 -0.04 -0.01
0.02 0.03 0.09
-0.02 -0.09 -0.02

Results
net charge = 0
energy above the lowest of the compared OMol25 structures with the same formula, charge and spin = 63.2 kcal per mole
structure (SMILES) = COc1ccc(C(=O)[C@@H]2CCCN(Cc3c[nH]c4ccccc34)C2)c(OC)c1
HOMO energy = -8.0 eV
gap between HOMO and LUMO = 8.603 eV


| no. | total energy (eV) |
| --- | --- |
| 1 | -10809.2877 |
| 2 | -99443.1023 |
| 3 | -33395.6958 |